The following is a quantum chemistry calculation of a molecular structure, C27H49BN6O8P2S4SeTa at a distorted geometry, from the OMol25 dataset.

Element x y z (Å)
P -2.834 -1.933 0.367
Se 1.474 0.614 2.701
H -1.265 4.394 -1.838
H -2.853 -3.566 1.808
C -3.408 -0.731 1.621
C -0.257 -5.850 -0.747
S -1.580 0.556 -1.494
H 4.342 0.737 1.870
H -2.963 4.568 4.232
H -2.289 3.993 -5.409
C -0.737 1.239 -2.826
H -3.156 3.543 2.811
C 4.591 2.141 0.244
C 2.088 -5.068 -0.351
H -3.071 5.023 -4.213
H -2.846 5.851 1.934
O -3.082 0.521 1.016
O -3.752 -1.840 -0.893
H 1.874 -0.773 -3.970
O -2.994 -1.871 4.002
H -2.675 -1.892 4.921
H -5.102 -1.885 2.333
C 0.016 -2.502 -3.159
C -1.189 3.452 3.679
H 5.733 0.256 -1.390
C -3.571 2.454 -3.576
H -2.290 3.097 -1.190
O -1.942 0.500 3.571
C 0.612 -4.676 -0.293
H -3.578 2.008 -4.575
C 4.668 0.347 -1.504
H -0.725 -3.744 1.148
H 1.676 1.374 -4.996
N 2.555 0.151 -2.089
H 0.960 -3.722 1.649
H 5.310 3.437 -1.340
H -0.611 -4.575 -2.855
H -5.156 -0.172 2.742
C -2.214 3.861 -1.964
O -0.972 -1.529 2.479
S 1.583 -1.510 0.271
H -3.038 4.573 -1.856
H 3.198 3.815 0.116
N 0.415 -3.526 -1.252
C 0.905 -2.266 -1.149
C -1.085 4.713 1.380
C 5.155 1.244 1.347
H -0.302 5.380 1.017
H -0.186 3.334 -5.265
C -2.462 4.207 3.335
N 0.412 0.767 -3.357
H 4.042 -1.083 -3.053
C 0.206 -4.312 1.137
N 3.899 1.240 -0.760
S -0.281 3.262 2.134
H 0.060 -5.240 1.695
H 6.181 3.587 0.195
H 2.370 -5.373 -1.363
H -0.523 4.040 4.322
B 1.375 -0.374 -2.942
Ta -0.252 0.042 1.218
C 3.838 -0.314 -2.323
H -1.621 4.295 0.527
O -3.227 -3.353 0.936
H -1.323 2.461 4.101
H -0.264 -2.223 -4.162
N -1.087 2.338 -3.556
H 6.493 2.209 -0.854
H -3.682 1.666 -2.835
N 0.680 -1.637 -2.317
C 3.678 3.190 0.870
C -0.139 -3.672 -2.516
S 1.189 1.855 -0.495
H 0.066 -6.263 -1.704
H -4.422 3.135 -3.498
C 2.594 1.097 -1.128
O -1.385 -1.735 0.063
P -2.228 -0.852 3.049
H -5.479 -0.696 1.075
C -0.134 2.536 -4.550
H -0.171 -6.643 -0.006
H 2.275 -5.901 0.330
H -3.428 1.233 1.564
H 5.839 0.491 0.949
H -1.310 4.967 -4.281
C -2.277 3.239 -3.358
C -2.217 4.367 -4.385
H 4.313 3.823 1.496
H -1.468 6.086 3.006
C -2.013 5.344 2.419
H 5.705 1.856 2.067
C 0.783 1.566 -4.422
O -0.969 2.110 1.351
C -4.880 -0.887 1.965
H 2.908 2.742 1.494
H 2.716 -4.227 -0.045
H -3.342 -1.217 -1.547
C 5.713 2.879 -0.492
H -1.310 -5.562 -0.815

Electronic energy ... -183615.263 eV
Net charge ... +1
ΔE to the lowest compared entry with this formula, charge and spin ... 42.4 kcal per mole

Atom charges from the Löwdin analysis, given in e for atoms 1 to 5: 0.46, 0.27, 0.09, 0.10, -0.58



The following is a quantum chemistry calculation of a molecular structure, C27H49BN6OPTa at a distorted geometry, from the OMol25 dataset.

Element x y z (Å)
H 2.365 -4.180 2.574
H 4.196 0.671 -0.649
C -2.387 -4.405 1.513
C -0.055 0.469 4.166
C 0.484 2.497 -3.854
C 2.345 -4.419 1.510
H 1.498 -5.082 1.326
H 3.260 -4.948 1.256
H -1.097 4.814 -2.640
H -0.347 1.859 -4.153
C -1.516 3.109 3.452
H -1.543 2.890 4.517
H -2.379 2.632 2.984
C 3.122 -2.721 -0.296
C 2.231 -3.186 0.696
C -3.229 -0.644 -1.835
C 0.006 -2.037 4.817
N -1.267 -2.304 0.795
C -0.168 2.979 1.343
C -2.264 0.517 -2.030
N 1.418 -1.271 -0.108
C -4.602 -0.119 -1.375
C 2.608 -1.574 -0.809
H 1.956 2.985 3.122
B -0.022 -2.337 1.708
H -0.296 4.050 1.178
H -2.044 3.414 -2.130
C -1.140 3.986 -1.925
H -1.288 0.146 -2.387
H -3.768 -0.785 -3.927
P 0.338 3.020 -2.161
H 1.929 -1.764 -3.425
H -1.017 2.498 0.822
H 3.740 1.332 -2.217
H 0.465 3.399 -4.473
H -0.028 -3.288 2.404
H 4.282 -2.332 -2.860
H -1.179 4.410 -0.923
H 0.896 -2.649 4.671
C 4.433 -1.325 -2.472
H -2.602 1.222 -2.791
H 0.927 4.399 3.408
C -2.274 -3.173 0.696
C -0.081 1.154 2.991
H -2.413 -1.839 -3.485
C -2.663 -1.540 -0.776
C 2.093 -0.749 -3.063
C -0.191 2.642 2.823
N -1.461 -1.257 -0.111
H 5.206 -1.353 -1.706
H 1.433 1.989 -4.022
H -0.871 -2.671 4.684
H -2.196 1.112 -1.098
H 4.806 -0.710 -3.289
H -4.074 -3.198 -0.593
H -5.014 0.545 -2.134
O 0.254 1.690 -1.218
C 3.126 -0.725 -1.932
C 1.000 3.318 3.528
C -0.016 -0.901 3.865
N -0.011 -1.041 2.539
H 1.111 -0.353 -2.763
C 3.409 0.686 -1.403
H 2.439 -0.147 -3.903
H -1.611 4.188 3.336
C -3.369 -1.435 -3.149
H -3.298 -4.938 1.253
H -4.535 0.425 -0.431
C 1.766 3.953 -1.659
H 0.802 2.710 0.904
H 0.992 3.108 4.596
H -0.078 0.892 5.157
H -5.304 -0.940 -1.243
H 0.009 -1.662 5.837
H 2.657 3.326 -1.620
H 2.529 1.154 -0.935
H 1.927 4.730 -2.414
H -4.065 -2.263 -3.028
C -3.164 -2.708 -0.290
H 1.602 4.440 -0.698
H 4.023 -3.221 -0.606
N 1.229 -2.320 0.803
H -1.538 -5.066 1.336
Ta 0.004 0.163 -0.108
N -0.032 0.225 1.930
H -2.418 -4.165 2.576

Electronic energy ... -51265.023 eV
Net charge ... +4
ΔE to the lowest compared entry with this formula, charge and spin ... 0.0 kcal per mole

Atom charges from the Löwdin analysis, given in e for atoms 1 to 5: 0.11, 0.12, 0.05, 0.11, -0.11



The following is a quantum chemistry calculation of 7 unconnected molecules or ions with the total composition C27H49Br2N8O6 at a distorted geometry, from the OMol25 dataset.

Element x y z (Å)
H -3.313 7.082 2.598
H -7.941 2.265 -1.819
H -6.243 6.350 0.526
H -8.388 5.685 1.820
H 7.085 -6.347 -0.099
N -7.381 4.026 2.642
C 8.254 -11.002 -2.418
H 3.942 8.286 -0.062
H 5.842 -9.088 -1.485
N 2.183 9.378 0.181
H 9.318 -10.848 -2.592
C 3.309 -4.703 -2.468
C 8.499 -9.009 -1.021
O 5.432 -5.324 -0.690
H 1.554 7.566 -0.661
H -7.930 3.453 -3.140
O 0.799 10.640 1.474
H 0.771 -4.824 -2.800
Br -3.780 4.225 -1.174
H 6.679 -6.418 3.191
H -1.543 -0.057 -0.399
H 4.045 -4.638 -3.272
H 9.549 -9.070 -1.350
C -5.191 4.616 1.377
H -2.245 1.766 3.486
N 2.381 -3.584 -2.581
H 7.435 -7.288 1.839
H 7.727 -10.957 -3.373
H -1.425 1.058 0.985
N -0.643 -0.848 1.318
H 0.858 7.958 0.932
C -3.895 4.868 0.652
C -4.127 2.618 2.490
N -9.459 3.717 -1.745
O -10.179 4.459 0.287
H 2.663 -1.698 -3.425
H -10.261 4.437 -3.544
H 4.139 10.046 -0.178
H 5.828 -10.860 -1.658
C 6.487 -7.020 2.299
C 1.167 8.366 -0.032
C -2.863 5.509 1.195
H -9.160 2.166 -3.107
C 0.227 -1.653 0.477
H -10.183 5.620 -2.216
H 3.818 -4.653 -1.507
H 3.593 -6.224 1.143
N 7.727 -9.985 -1.528
H 0.298 8.821 -0.511
O 8.110 -8.130 -0.270
H -3.620 5.431 3.269
H -0.383 -2.311 -0.144
C -9.461 3.753 -0.406
H 8.106 -11.987 -1.970
C 6.318 -10.019 -1.173
C -3.119 2.180 2.984
H 2.779 -5.652 -2.545
H 0.190 -1.578 3.034
C 3.489 9.210 -0.427
C -0.579 -0.885 2.658
C 4.356 -5.808 1.804
H 5.959 -7.933 2.586
H 2.709 11.164 1.046
C -1.614 0.026 0.684
H -8.255 3.780 3.111
C -8.568 2.847 -2.494
H 2.436 -1.709 -1.669
N 5.666 -6.261 1.375
H -1.937 6.034 3.067
H 0.815 -0.993 -0.163
C -2.951 6.039 2.637
H 4.164 -6.125 2.827
H 3.379 9.154 -1.512
Br -1.213 5.824 0.261
C -7.455 5.112 1.894
O 0.234 -2.867 -2.854
H 0.901 -2.257 1.083
H 6.219 -10.113 -0.090
C 6.083 -5.962 0.130
H -8.727 3.060 0.044
H 4.309 -4.719 1.744
H -2.619 -0.252 1.007
H -11.404 4.340 -2.183
C 2.903 -2.233 -2.505
N -6.393 3.215 2.888
C 1.875 10.451 0.943
C -10.381 4.579 -2.472
O -1.283 -0.234 3.416
C -5.268 3.484 2.266
C -6.271 5.477 1.179
C 1.061 -3.761 -2.754
H 3.982 -2.255 -2.365

Electronic energy ... -193075.009 eV
Net charge ... +1

Atom charges from the Löwdin analysis, given in e for atoms 1 to 5: 0.10, 0.08, 0.15, 0.15, 0.11